A.
Here is 2 unconnected molecules or ions with the total composition C5H14 from OMol25. Energies are from wB97M-V/def2-TZVPD.

```
19
C5H14 wB97M-V/def2-TZVPD
C 1.61 0.67 -2.73
C 1.45 1.84 -1.63
H 0.64 0.45 -3.32
H 2.01 -0.36 -2.36
H 2.25 1.04 -3.48
H 0.66 2.50 -1.84
H 1.28 1.40 -0.70
H 2.32 2.45 -1.48
C -1.44 -0.36 1.34
C 0.04 -0.81 1.11
C -2.15 -1.32 2.28
H -1.59 0.74 1.54
H -1.78 -0.49 0.32
H 0.64 -0.83 1.93
H -2.04 -0.97 3.34
H -1.57 -2.16 2.42
H -3.16 -1.69 2.02
H 0.19 -1.91 0.83
H 0.64 -0.17 0.42
```

Summary:
Highest occupied orbital energy (eV): -11.2
Structure (SMILES): CCC.CC

Here are the Löwdin charges for atoms 1 to 5, given in e: -0.14 -0.13 0.08 0.08 0.01

B.
Here is 2 unconnected molecules or ions with the total composition C5H14 from OMol25. Energies are from wB97M-V/def2-TZVPD.

```
19
C5H14 wB97M-V/def2-TZVPD
C 2.84 -0.12 1.24
C 2.49 -0.57 -0.16
H 3.89 0.00 1.44
H 2.53 0.92 1.43
H 2.30 -0.59 2.06
H 2.70 0.17 -0.94
H 1.48 -0.79 -0.39
H 3.17 -1.38 -0.45
C -1.48 0.06 -0.81
C -2.52 1.16 -0.95
C -1.73 -0.69 0.53
H -1.49 -0.60 -1.68
H -0.52 0.53 -0.75
H -3.57 0.87 -0.97
H -2.45 1.72 -1.90
H -0.79 -0.90 1.05
H -2.33 -0.06 1.18
H -2.35 1.93 -0.21
H -2.16 -1.66 0.29
```

Summary:
Highest occupied orbital energy (eV): -11.3
Structure (SMILES): CCC.CC

Here are the Löwdin charges for atoms 1 to 5, given in e: -0.18 -0.17 0.06 0.06 0.06

The winner here is B, beating the second structure by 0.823 eV.

A.
Here is 2 unconnected molecules or ions with the total composition C5H14 from OMol25. Energies are from wB97M-V/def2-TZVPD.

```
19
C5H14 wB97M-V/def2-TZVPD
C -0.66 -1.65 -1.11
C -1.09 -1.65 -2.58
H -0.51 -0.78 -0.49
H -1.11 -2.41 -0.46
H 0.40 -1.96 -1.02
H -1.91 -0.93 -2.71
H -1.53 -2.61 -2.82
H -0.23 -1.36 -3.18
C 0.38 1.71 1.09
C -0.46 0.59 1.70
C 1.88 1.43 1.03
H -0.04 1.95 0.10
H 0.16 2.66 1.57
H -1.44 0.96 2.01
H -0.01 0.08 2.56
H 2.21 0.47 0.64
H 2.40 2.28 0.57
H -0.67 -0.22 1.00
H 2.22 1.43 2.07
```

Summary:
Highest occupied orbital energy (eV): -10.9
Structure (SMILES): CCC.CC

Here are the Löwdin charges for atoms 1 to 5, given in e: -0.18 -0.15 0.01 0.07 0.07

B.
Here is 2 unconnected molecules or ions with the total composition C5H14 from OMol25. Energies are from wB97M-V/def2-TZVPD.

```
19
C5H14 wB97M-V/def2-TZVPD
C 1.89 0.27 -0.30
C 0.60 0.25 -1.12
C 2.05 1.69 0.19
H 2.02 -0.48 0.63
H 2.80 0.08 -1.06
H 0.52 -0.57 -1.79
H 0.35 1.02 -1.86
H 1.06 2.05 -0.05
H 2.13 1.81 1.20
H -0.18 0.38 -0.32
H 2.80 2.18 -0.37
C -1.77 -0.87 1.34
C -2.22 -1.30 -0.09
H -0.65 -1.15 1.48
H -2.01 0.07 1.36
H -2.26 -1.48 2.08
H -1.84 -2.23 -0.65
H -1.96 -0.33 -0.68
H -3.31 -1.39 0.01
```

Summary:
Highest occupied orbital energy (eV): -10.6
Structure (SMILES): CCC.CC

Here are the Löwdin charges for atoms 1 to 5, given in e: -0.32 -0.16 -0.13 0.14 0.13

The winner here is A, beating the second structure by 1.533 eV.

A.
Here is C7H10N2 in the gas phase from OMol25. Energies are from wB97M-V/def2-TZVPD.

```
19
C7H10N2 wB97M-V/def2-TZVPD
C 1.33 0.34 -0.58
C 1.99 -0.74 0.28
C -0.04 -0.29 -0.09
C -0.72 0.18 1.16
C -2.04 0.43 0.81
C -2.35 0.09 -0.58
C -1.20 -0.43 -1.10
H 1.70 2.47 -1.11
H 0.87 2.11 0.67
H 1.50 0.03 -1.60
H 2.13 -0.21 1.21
H 2.77 -1.38 -0.11
H 0.39 -1.98 0.96
H -0.11 0.32 2.03
H -2.79 0.90 1.50
H -3.21 0.43 -1.27
H -1.14 -1.00 -1.96
N 1.64 1.67 -0.14
N 0.66 -1.55 0.18
```

Summary:
Highest occupied orbital energy (eV): -8.2
Structure (SMILES): N[C@H]1CNC12C=CC=C2

Here are the Löwdin charges for atoms 1 to 5, given in e: -0.37 -0.10 -0.45 -0.04 -0.09

B.
Here is a molecular structure, C7H10N2 from OMol25. Energies are from wB97M-V/def2-TZVPD.

```
19
C7H10N2 wB97M-V/def2-TZVPD
C -1.01 -0.81 -0.51
C -0.76 -1.00 0.96
C 0.29 -0.45 0.01
C -2.04 0.14 0.06
C 1.60 -1.06 -0.53
C 1.34 0.49 -0.43
C 2.07 1.11 0.84
N -1.83 -0.01 1.33
N -2.77 0.95 -0.71
H -1.33 -1.47 -1.33
H -0.71 -1.87 1.71
H 2.23 -1.50 0.18
H 1.60 -1.57 -1.41
H 1.05 1.07 -1.23
H 2.50 0.36 1.38
H 1.26 1.70 1.28
H 2.96 1.74 0.56
H -2.85 0.60 -1.64
H -3.57 1.60 -0.52
```

Summary:
Highest occupied orbital energy (eV): -8.3

Here are the Löwdin charges for atoms 1 to 5, given in e: -0.11 -0.16 -0.32 -0.44 0.01

The winner here is B, beating the second structure by 0.124 eV.

A.
Here is 3 unconnected molecules or ions with the total composition C3H12O2S from OMol25. Energies are from wB97M-V/def2-TZVPD.

```
18
C3H12O2S wB97M-V/def2-TZVPD
C 1.62 0.33 -1.81
C 0.24 0.32 -1.32
S -0.23 1.81 -0.35
C -1.75 2.32 -1.23
H 1.71 0.07 -2.87
H 2.46 -0.23 -1.31
H 2.16 1.38 -1.81
H 0.17 -0.43 -0.37
H -0.54 0.21 -2.16
H -2.28 3.16 -0.78
H -1.86 2.57 -2.37
H -2.43 1.31 -1.26
H -0.49 -5.38 3.58
H -1.54 -4.34 3.93
O -0.87 -4.52 3.38
H 1.90 0.80 2.42
H 0.47 0.55 2.03
O 1.27 0.08 2.30
```

Summary:
Highest occupied orbital energy (eV): -8.5
Structure (SMILES): CCSC.O.O

Here are the Löwdin charges for atoms 1 to 5, given in e: -0.23 -0.57 0.75 -0.47 0.06

B.
Here is 3 unconnected molecules or ions with the total composition C3H12O2S from OMol25. Energies are from wB97M-V/def2-TZVPD.

```
18
C3H12O2S wB97M-V/def2-TZVPD
C -1.14 0.98 -0.84
C 0.32 1.31 -1.10
S 1.45 0.06 -0.44
C 1.44 -1.04 -1.90
H -1.80 1.80 -1.11
H -1.47 0.09 -1.39
H -1.33 0.76 0.21
H 0.52 1.44 -2.17
H 0.53 2.29 -0.69
H 1.79 -0.60 -2.82
H 0.40 -1.31 -2.02
H 1.98 -1.90 -1.64
H 0.21 -2.33 0.27
H -0.63 -2.25 1.54
O -0.03 -2.82 1.06
H -3.11 1.96 3.69
H -1.99 0.98 3.26
O -2.71 1.53 2.93
```

Summary:
Highest occupied orbital energy (eV): -8.7
Structure (SMILES): CCSC.O.O

Here are the Löwdin charges for atoms 1 to 5, given in e: -0.17 -0.56 0.79 -0.40 0.07

The winner here is B, beating the second structure by 1.636 eV.